Below is a cluster of 2 separate species, C5H11O in total at a distorted geometry, with properties calculated with wB97M-V/def2-TZVPD.

The total charge is +1. Its orbital gap is 8.32 eV. As for the energy: -7400.4826 eV. The calculation puts the maximum force at 3.6 eV/Å.

Geometry as XYZ:
```
17
Properties=species:S:1:pos:R:3:forces:R:3
C -2.005 1.672 1.510 0.0690 0.3017 -0.5741
C 1.628 -0.832 0.816 -1.3435 0.5172 -0.8496
C 0.347 0.477 -1.817 0.0424 2.5645 -0.8198
C 0.391 -1.313 0.016 3.2881 -1.1094 -0.6203
C -0.056 -0.712 -1.205 -2.7548 -2.0962 0.8942
O -1.363 1.025 0.727 0.5508 -0.4774 0.2008
H -1.798 1.884 2.532 0.9744 -0.4404 1.2801
H -2.864 2.192 1.201 -1.6612 0.6926 -0.8223
H 1.313 -0.908 1.877 0.9579 0.1090 -0.5936
H 1.647 0.196 0.485 0.5692 0.7483 0.8102
H 2.602 -1.261 0.527 -0.6930 -0.2509 0.4081
H -0.162 0.560 -2.869 1.5111 0.2990 1.9244
H -0.113 1.377 -1.097 0.7798 -2.2502 -1.5088
H 1.481 0.638 -1.672 -1.6732 -0.0612 -0.7148
H 0.395 -2.403 -0.075 -0.0134 -0.3558 -0.5736
H -0.448 -1.292 0.624 -2.3158 0.4656 1.3358
H -0.994 -1.300 -1.581 1.7122 1.3435 0.2233
```
Forces are in eV/Å.

Atom charges from the Mulliken analysis, given in e for atoms 1 to 5: -0.144 -0.966 -1.049 -0.518 0.362

Below is a cluster of 2 separate species, C5H11O2 in total, with properties calculated with wB97M-V/def2-TZVPD.

The total charge is -1. Its orbital gap is 8.50 eV. As for the energy: -9459.9825 eV. The calculation puts the maximum force at 0.5 eV/Å.

Geometry as XYZ:
```
18
Properties=species:S:1:pos:R:3:forces:R:3
C -0.089 2.039 -0.329 0.1769 0.0414 0.1744
C -0.246 -1.757 -1.065 -0.4759 0.1222 -0.1398
C -0.784 -0.364 -0.746 0.1707 -0.0188 -0.1255
C 0.309 0.688 -0.910 -0.1422 -0.0720 -0.0087
H -0.905 2.532 -0.861 -0.0881 -0.0643 -0.1086
H 0.760 2.728 -0.303 -0.0156 0.0327 -0.0979
H -0.398 1.881 0.708 -0.0488 0.0099 -0.0204
H -1.047 -2.496 -0.955 0.1137 -0.0834 -0.0270
H 0.538 -1.974 -0.341 0.1177 -0.0959 -0.0643
H 0.134 -1.821 -2.092 0.0915 -0.0326 0.0856
H -1.101 -0.383 0.297 -0.0705 0.1965 0.0087
H -1.637 -0.093 -1.389 0.0131 -0.1456 0.1068
H 1.183 0.341 -0.359 0.0325 -0.0859 -0.0174
H 0.571 0.741 -1.977 0.0717 0.2080 0.0655
O -0.529 -0.173 2.492 -0.0409 0.0679 0.2119
C 0.669 -0.513 2.571 0.0998 -0.0995 -0.2187
O 1.448 -0.858 1.655 0.0727 -0.0238 0.1043
H 1.124 -0.517 3.601 -0.0782 0.0431 0.0711
```
Forces are in eV/Å.

Atom charges from the Mulliken analysis, given in e for atoms 1 to 5: -1.268 -1.281 -0.282 -0.342 0.339

Below is a cluster of 2 separate species, C5H11O2 in total at a distorted geometry, with properties calculated with wB97M-V/def2-TZVPD.

The total charge is -1. Its orbital gap is 7.13 eV. As for the energy: -9459.4619 eV. The calculation puts the maximum force at 2.3 eV/Å.

Geometry as XYZ:
```
18
Properties=species:S:1:pos:R:3:forces:R:3
C 2.418 0.347 3.186 0.4058 -0.1305 -0.3318
C 1.011 0.756 3.582 0.3828 0.5987 -0.2655
H 2.405 -0.674 2.795 0.0333 0.0641 -0.0562
H 2.836 0.983 2.400 -0.1830 -0.0316 0.0588
H 3.135 0.360 4.000 0.0348 0.0145 0.3445
H 0.451 0.899 2.655 -0.4348 -0.4464 0.2866
H 0.980 1.733 4.072 0.1632 -0.0503 0.1278
H 0.603 0.022 4.272 -0.4221 -0.0205 -0.2095
C -0.020 -0.903 -1.678 0.2043 1.2284 0.6823
C -0.781 -1.982 -0.911 0.0100 -0.9089 0.0628
C -0.912 0.438 -1.764 1.1041 -1.4091 -1.3913
O -1.685 0.393 -2.752 -0.4084 0.4758 0.4990
O -0.667 1.332 -0.942 -0.2912 0.2097 0.3468
H 0.898 -0.617 -1.146 -0.1539 -0.2000 0.0773
H 0.297 -1.171 -2.682 -0.3360 -0.2293 -0.1876
H -0.259 -2.310 -0.003 -0.2645 0.6500 0.2974
H -0.900 -2.968 -1.377 0.0222 0.2812 -0.7125
H -1.799 -1.637 -0.717 0.1334 -0.0956 0.3708
```
Forces are in eV/Å.

Atom charges from the Mulliken analysis, given in e for atoms 1 to 5: -0.866 -0.720 0.247 0.274 0.319

Below is a cluster of 2 separate species, C5H11O2 in total at a distorted geometry, with properties calculated with wB97M-V/def2-TZVPD.

The total charge is -1. Its orbital gap is 7.17 eV. As for the energy: -9458.5564 eV. The calculation puts the maximum force at 5.7 eV/Å.

Geometry as XYZ:
```
18
Properties=species:S:1:pos:R:3:forces:R:3
C 1.471 0.042 -1.963 -1.4456 0.2472 0.3472
C 1.837 0.296 -3.424 0.6295 0.7408 -0.3317
C 0.117 0.860 -1.689 3.1978 0.9732 2.9041
H 1.212 -1.023 -1.677 0.4837 0.9270 -0.8748
H 2.364 0.260 -1.337 -0.8462 0.4184 -0.1345
H 1.150 -0.028 -4.163 -1.3999 -0.4945 -0.3405
H 2.715 -0.202 -3.750 1.2838 -0.6625 0.0286
H -0.024 1.164 -0.584 0.2894 -0.5123 -1.7612
H 0.074 1.736 -2.307 0.0826 0.5365 -0.3192
H 2.018 1.360 -3.738 -0.2271 -0.5816 0.9922
H -0.688 0.259 -1.890 -2.0040 -1.5584 -0.6240
C -0.593 -1.646 1.865 -0.2244 1.7668 4.8686
C -0.907 -0.066 1.953 -0.2974 -3.1687 4.7191
O -1.471 0.348 0.975 -0.7239 2.1726 -2.4758
O -0.868 0.343 3.178 0.5068 0.4304 -2.2446
H -1.455 -2.076 1.462 -1.4654 -0.8435 -0.4430
H -0.407 -1.959 2.998 -0.4529 0.2508 -2.4864
H 0.203 -1.931 1.304 2.6132 -0.6422 -1.8243
```
Forces are in eV/Å.

Atom charges from the Mulliken analysis, given in e for atoms 1 to 5: -0.076 -1.318 -1.048 0.182 0.267

Below is the ion C5H11O2 with charge -1 at a distorted geometry, with properties calculated with wB97M-V/def2-TZVPD.

The total charge is -1. Its orbital gap is 5.61 eV. As for the structure (SMILES): [O-]CCCCCO. As for the energy: -9457.4367 eV. The calculation puts the maximum force at 1.2 eV/Å.

Geometry as XYZ:
```
18
Properties=species:S:1:pos:R:3:forces:R:3
O -0.032 1.364 3.216 0.3006 0.1408 0.0295
C 0.079 1.197 1.900 -0.7339 0.0208 -0.2791
C 0.615 -0.178 1.451 0.6763 -0.7207 -0.4979
C 0.041 -0.745 0.137 0.3812 0.7213 0.5062
C 0.307 0.149 -1.074 0.6185 -0.4754 -0.9254
C 0.213 -0.611 -2.404 -0.4359 -0.1967 0.4205
O -1.139 -0.859 -2.828 0.3153 -0.1567 0.2837
H -0.910 1.321 1.336 -0.0002 -0.1834 0.1359
H 0.704 1.948 1.329 0.1965 0.0815 0.2553
H 1.713 -0.174 1.348 0.0012 0.3241 -0.0789
H 0.478 -0.953 2.206 -0.4859 0.2453 0.3981
H -1.024 -0.908 0.331 -0.0296 -0.2299 -0.3715
H 0.589 -1.682 -0.042 -0.4824 -0.1580 -0.0946
H 1.369 0.442 -1.027 -0.2403 0.2420 0.1873
H -0.304 1.049 -1.176 0.0192 -0.0440 0.4409
H 0.724 -1.574 -2.291 0.1316 -0.0120 -0.0665
H 0.693 -0.080 -3.213 0.0456 0.2956 -0.2426
H -1.491 -1.427 -2.133 -0.2779 0.1054 -0.1011
```
Forces are in eV/Å.

Atom charges from the Mulliken analysis, given in e for atoms 1 to 5: -0.878 -0.338 -0.671 -0.572 -0.217

Below is a cluster of 2 separate species, C5H11O2 in total at a distorted geometry, with properties calculated with wB97M-V/def2-TZVPD.

Its orbital gap (spin up / spin down) is 11.71 / 7.44 eV. As for the energy: -9455.8861 eV. Its spin multiplicity is 2. Its expectation value of S² is 0.754. The calculation puts the maximum force at 2.3 eV/Å.

Geometry as XYZ:
```
18
Properties=species:S:1:pos:R:3:forces:R:3
C -0.400 1.859 0.415 -1.7136 -1.0923 -0.4525
C 0.647 1.088 1.168 1.7025 0.0522 -0.2699
C -1.689 0.995 0.280 -0.2379 0.0957 2.1548
H -0.585 2.816 0.896 -0.2235 0.0891 -0.0930
H -0.136 2.027 -0.639 0.6229 0.3414 0.4234
H 1.564 1.692 1.092 0.2237 -0.5488 -0.1271
H 0.788 0.079 0.756 0.2495 0.6648 -0.0070
H -1.826 0.403 1.199 0.2074 0.2174 0.1340
H -2.625 1.562 0.269 0.1939 -0.0123 -0.8009
H 0.575 0.907 2.244 -0.9207 0.3556 -0.0708
H -1.622 0.194 -0.440 -0.0540 0.2426 -0.8319
C 1.161 -1.805 -1.567 -1.0640 0.6288 0.2884
C 0.277 -2.129 -0.369 2.1816 -0.5477 0.3837
O 0.699 -2.006 0.762 -1.0246 -0.2928 -0.0280
O -0.876 -2.622 -0.701 -0.4556 0.0649 0.0959
H 2.190 -1.771 -1.229 0.0635 -0.2897 0.1492
H 0.862 -0.761 -1.769 0.1743 -0.4422 -0.7102
H 0.994 -2.525 -2.368 0.0746 0.4736 -0.2381
```
Forces are in eV/Å.

Atom charges from the Mulliken analysis, given in e for atoms 1 to 5: -0.212 -0.852 -1.021 0.331 0.221